Entry 1:
ORCA calculation (ωB97M-V/def2-TZVPD) on C23H25BeFN4O6 as an isolated structure in a non-equilibrium geometry.

Highest occupied orbital energy = -13.191 eV
Gap between HOMO and LUMO = 8.03 eV

Structure (ORCA input):
```
! RIJCOSX wB97M-V def2-TZVPD def2/J DEFGRID3
* xyz 2 1
Be -0.20076 0.06752 -3.38385
O -1.02106 0.88572 -5.00005
C -0.85646 0.68272 -6.22235
O 0.84164 -1.07108 -4.63255
C 0.74174 -1.12948 -5.85745
O 1.43444 -1.99328 -6.55425
N -0.04876 -0.33858 -6.67935
C 1.06764 -1.93268 -7.96705
C 0.21864 -0.66808 -8.09455
H 0.52174 -2.84298 -8.19145
H 1.98734 -1.90058 -8.53785
H -0.70506 -0.85828 -8.63005
H 0.75784 0.14612 -8.57105
C -1.50866 1.51212 -7.22155
C -1.62136 2.83342 -7.06785
H -1.88916 1.04202 -8.11495
H -1.23606 3.34122 -6.19605
H -2.09756 3.43972 -7.82415
F 0.91594 3.64832 2.15355
C 0.73054 2.31322 1.99865
C 0.58605 1.79812 0.69945
C 0.32505 0.43152 0.49035
C 0.03384 -0.06838 -0.80645
O 0.13874 0.65342 -1.81535
C -0.44356 -1.40328 -0.88495
C -0.42256 -2.22888 0.24305
N -0.02396 -1.78088 1.46485
C -0.00996 -2.69188 2.64485
C -0.20936 -4.19328 2.38175
C 1.17294 -3.64178 2.70365
C 0.28304 -0.44498 1.61895
C 0.51074 0.08812 2.90375
C 0.68904 1.45712 3.11705
N 0.73954 1.94802 4.46725
C 1.37944 1.20042 5.54245
C 0.31584 0.77842 6.56415
N -0.43506 1.95382 7.03875
C -1.07536 2.65642 5.91305
C -0.02636 3.11542 4.87865
C -1.12936 -1.93748 -2.07005
O -1.82836 -3.04898 -2.00045
O -1.26236 -1.19748 -3.11985
H 0.60914 2.49072 -0.13275
H -0.78166 -3.23828 0.13095
H -0.68346 -2.45608 3.49685
H -0.46796 -4.82188 3.26065
H 0.00294 -4.74188 1.44075
H 1.84594 -3.40138 1.85035
H 1.53344 -3.59268 3.75225
H 0.45434 -0.54748 3.77045
H 2.12564 1.85842 6.03865
H 1.92974 0.31082 5.17235
H -0.38316 0.05232 6.09055
H 0.80635 0.26882 7.42225
H -1.17406 1.63332 7.70805
H 0.20904 2.60702 7.54305
H -1.64626 3.53442 6.28985
H -1.80306 1.97152 5.41785
H 0.65184 3.86682 5.33455
H -0.56966 3.58482 4.03265
*
```

=====

Entry 2:
ORCA calculation (ωB97M-V/def2-TZVPD) on C39H33F6NO11P4ReS2Si as an isolated structure in a non-equilibrium geometry.

Highest occupied orbital energy (spin up / spin down) = -8.943 / -8.816 eV
Gap between HOMO and LUMO (spin up / spin down) = 6.62 / 6.86 eV

Structure (ORCA input):
```
! RIJCOSX wB97M-V def2-TZVPD def2/J DEFGRID3
* xyz 0 2
Re -0.30640 0.25062 -0.14914
C -3.20481 -2.62173 -0.26379
Si -1.56368 -1.99412 0.38825
C -0.45387 -3.08044 -0.83914
C -0.64616 -4.47111 -0.75303
C -0.04793 -5.35189 -1.63484
C 0.73896 -4.86569 -2.67750
C 0.96050 -3.50749 -2.77772
C 0.41055 -2.62696 -1.83040
P 0.70773 -0.84601 -1.99453
C -0.09955 -0.60029 -3.60800
C 0.62614 -0.33551 -4.76318
C -0.02519 -0.27392 -5.98892
C -1.39527 -0.47106 -6.05971
C -2.12164 -0.72587 -4.90132
C -1.47684 -0.79655 -3.67953
C 2.49806 -0.58765 -2.25032
C 3.39786 -1.65525 -2.24552
C 4.74221 -1.43932 -2.50601
C 5.21643 -0.15918 -2.74918
C 4.34005 0.91551 -2.70774
C 2.99192 0.70307 -2.46199
C -0.75091 -2.74716 1.92085
C -1.28372 -3.82285 2.63716
C -0.68437 -4.27934 3.80127
C 0.46851 -3.66274 4.28067
C 1.00717 -2.59230 3.59236
C 0.40646 -2.14435 2.41414
P 1.11719 -0.69584 1.57033
C 1.31610 0.44332 2.98499
C 0.13834 0.89977 3.57492
C 0.18150 1.76560 4.65327
C 1.40566 2.17086 5.16696
C 2.58176 1.68404 4.61580
C 2.54241 0.82464 3.52463
C 2.78983 -1.22637 1.08107
C 3.75938 -0.27460 0.73783
C 5.05631 -0.67907 0.46653
C 5.39108 -2.02715 0.50683
C 4.42005 -2.97639 0.78964
C 3.11978 -2.58016 1.07451
H -3.13431 -3.59614 -0.74394
H -3.94811 -2.66319 0.53822
H -3.58240 -1.90258 -1.00138
H -1.28429 -4.87092 0.03295
H -0.21498 -6.41968 -1.53278
H 1.17394 -5.54354 -3.40234
H 1.54365 -3.11573 -3.60515
H 1.69524 -0.16697 -4.70746
H 0.54177 -0.06540 -6.88821
H -1.89789 -0.43812 -7.01855
H -3.19513 -0.86274 -4.95332
H -2.04086 -0.99209 -2.77459
H 3.06154 -2.65662 -2.02718
H 5.42402 -2.28198 -2.51599
H 6.26653 0.00047 -2.96637
H 4.69398 1.92812 -2.86604
H 2.32429 1.54437 -2.44942
H -2.19290 -4.30501 2.28410
H -1.11517 -5.11438 4.34109
H 0.93021 -4.00839 5.19779
H 1.89220 -2.09463 3.97589
H -0.82382 0.57635 3.20170
H -0.74317 2.12855 5.08554
H 1.44234 2.85786 6.00346
H 3.53791 1.97186 5.03479
H 3.46575 0.45454 3.10494
H 3.49584 0.77318 0.68747
H 5.80749 0.06303 0.22004
H 6.41104 -2.33741 0.30996
H 4.67572 -4.02942 0.79796
H 2.36505 -3.32102 1.30928
O -4.32402 0.46499 0.59273
P -3.23014 0.47846 1.74683
O -3.72374 0.74416 3.08966
O -2.39862 -0.79533 1.52216
O -2.13082 1.64362 1.30768
P -1.98601 2.19343 -0.20029
O -3.25432 3.10980 -0.39080
O -0.68998 2.92234 -0.12279
O -2.03280 0.95415 -1.11342
H -4.72119 1.33317 0.41781
H -3.07710 3.72252 -1.13593
F 2.10618 4.87395 1.89380
C 1.09684 4.30724 1.24130
F 0.31735 5.26474 0.76578
F 0.43095 3.55526 2.10323
S 1.85328 3.29617 -0.15924
O 1.59443 1.86430 0.14717
O 3.23829 3.63536 -0.06459
N 1.28759 3.86748 -1.53188
S 0.04364 3.23472 -2.31281
O 0.16974 1.77586 -2.37208
O -1.27482 3.83653 -2.41113
C 0.65365 3.70874 -3.98280
F -0.19026 3.23299 -4.89349
F 1.86158 3.19816 -4.22594
F 0.71406 5.03167 -4.10144
*
```

=====

Here are the calculated DFT total energy numbers, same order: -45608.8249 -150135.5430 (eV).
Here are the calculated ΔE to the lowest compared entry with this formula, charge and spin numbers, same order: 142.7 298.4 (kJ/mol).